ORCA calculation (wB97M-V/def2-TZVPD) on 2 unconnected molecules or ions with the total composition C5H6N9 at a distorted geometry.

## Properties
Calculated total energy = -686.33914 hartree
Charge = +1
Energy above the lowest of the compared OMol25 structures with the same formula, charge and spin = 0.976 eV

Each line ends with the Mulliken charge.
Geometry (Å):
C: -1.8786 -1.2263 1.2923  -0.79
C: -0.6461 -0.9441 0.7281  -0.07
C: -3.0191 -1.3230 0.3883  -0.13
C: -1.7021 -0.8051 -1.4769  -0.22
C: -0.5204 -0.7366 -0.6518  0.55
N: -2.9000 -1.0779 -0.9012  -0.54
N: 4.4523 -0.1854 0.7346  -0.83
N: 0.3162 3.7520 -0.8496  -0.74
N: 3.3258 -0.2187 0.4582  0.63
N: 0.2400 2.7752 -0.1862  0.80
N: 2.2633 -0.3035 0.0709  0.57
N: 1.7165 -0.4945 -1.1307  -0.41
N: 0.4544 1.7763 0.3042  -0.33
N: 0.5374 -0.4969 -1.4023  -0.05
H: -2.0193 -1.7552 2.1708  0.41
H: 0.1597 -0.8155 1.3095  0.54
H: -3.9903 -1.4641 0.7699  0.45
H: -1.5988 -0.8426 -2.5067  0.50
H: 4.8814 -0.2659 1.7212  0.38
H: -0.0723 4.6519 -0.8426  0.28


ORCA calculation (wB97M-V/def2-TZVPD) on a gas-phase ion, C5H6NO (charge +1) at a distorted geometry.

## Properties
Calculated total energy = -323.66208 hartree
Charge = +1
Energy above the lowest of the compared OMol25 structures with the same formula, charge and spin = 5.657 eV
SMILES = O=[N+]1C=CC=CC1

Each line ends with the Mulliken charge.
Geometry (Å):
O: -2.5439 -0.5917 0.9838  -0.38
N: -1.4700 -0.1969 0.6035  0.57
C: -1.1082 1.0288 0.0160  -0.20
C: 0.1732 1.2498 -0.4826  -0.10
C: 1.3842 0.5331 -0.4711  -0.41
C: 1.3571 -0.7592 -0.0288  -0.22
C: -0.1776 -1.1634 0.5285  -0.69
H: -1.7989 1.7485 -0.3581  0.42
H: 0.4152 2.2882 -0.7419  0.35
H: 2.1040 0.9479 -1.0940  0.41
H: 2.1812 -1.4081 -0.2588  0.40
H: -0.2519 -1.7238 1.4529  0.47
H: -0.2643 -1.9532 -0.1492  0.40